Molecular formula: C43H76N2O11
Method: DFT, ωB97M-V/def2-TZVPD

Results
- Kohn-Sham gap: 9.557 eV
- Total energy: -71322.133 eV

Geometry as XYZ:
```
132
C43H76N2O11, DFT ωB97M-V/def2-TZVPD
N -11.71214 -3.78514 7.37953
C -11.74044 -2.43599 7.36205
C -12.09077 -1.80095 8.52118
C -12.55235 -2.53416 9.59310
C -12.59119 -3.89618 9.53725
C -12.25961 -4.51073 8.37881
H -11.37333 -1.89500 6.50243
H -12.09809 -0.72178 8.56296
H -12.90723 -2.03061 10.48017
H -12.96805 -4.45538 10.38085
H -12.22285 -5.57963 8.22878
N -15.86608 3.53050 20.13302
C -15.53214 2.27838 20.62507
C -14.95410 1.26586 19.84018
C -14.66855 1.51884 18.50725
C -15.03446 2.74919 17.96096
C -15.61381 3.69626 18.79883
H -15.87900 2.09897 21.63200
H -14.72951 0.30973 20.28937
H -14.18649 0.80967 17.85067
H -14.89154 2.97552 16.91466
H -15.89704 4.69076 18.48716
C -8.54688 -11.14747 9.87017
C -9.23142 -12.08701 8.83219
O -10.37445 -11.89392 8.47663
C -8.40564 -13.18636 8.18714
H -9.42194 -10.66633 10.30706
H -8.16298 -10.29572 9.30870
H -7.87406 -11.65397 10.56217
H -7.90323 -13.60813 9.05767
H -7.72614 -12.74824 7.45610
H -9.02151 -14.00783 7.82109
C -15.84487 -6.36188 18.84420
C -16.25281 -6.43850 17.38231
O -15.69600 -7.27374 16.71573
C -17.34532 -5.56299 16.79530
H -14.89784 -5.82336 18.87931
H -15.69067 -7.35257 19.27179
H -16.60610 -5.87058 19.45022
H -17.54916 -5.70228 15.73363
H -17.01947 -4.52365 16.83660
H -18.31435 -5.57204 17.29429
C -6.21491 0.35439 12.03055
C -6.63734 1.68895 12.59858
O -5.80801 2.49912 12.95189
C -8.10207 1.95013 12.91968
H -5.15327 0.40022 11.78778
H -6.88832 0.09723 11.21293
H -6.31209 -0.38661 12.82400
H -8.16829 2.79820 13.60122
H -8.53920 1.04907 13.34994
H -8.59675 2.16388 11.97222
C -8.91257 -6.53899 16.34414
C -8.71390 -5.41113 17.31806
O -8.90318 -4.24768 16.97161
C -8.50298 -5.81717 18.78547
H -9.39999 -7.34896 16.88678
H -7.96322 -6.90320 15.95148
H -9.62733 -6.26879 15.56683
H -7.75456 -5.15907 19.22690
H -8.02793 -6.79728 18.82770
H -9.47179 -5.78400 19.28389
C -5.62844 -11.71555 25.70758
C -7.11659 -12.05457 25.65187
O -7.64832 -12.60965 26.58744
C -7.92988 -11.64665 24.40864
H -5.46684 -10.70172 25.34133
H -4.99074 -12.41950 25.17290
H -5.35630 -11.71985 26.76305
H -7.56774 -10.64985 24.15698
H -8.97608 -11.64737 24.71452
H -7.78862 -12.24361 23.50764
C -6.37801 1.95675 19.04765
C -7.37587 2.65720 19.98220
O -7.18145 2.68860 21.19694
C -8.61327 3.32938 19.40716
H -5.66654 1.38340 19.64196
H -5.79809 2.64874 18.43696
H -6.80703 1.21371 18.37539
H -8.96729 2.56325 18.71737
H -8.27961 4.19363 18.83286
H -9.40341 3.55964 20.12184
C -1.97839 -10.76045 20.44676
C -2.30217 -9.42312 19.84095
O -2.62537 -9.26316 18.66772
C -2.32313 -8.17234 20.78424
H -1.54318 -11.47990 19.75316
H -2.86229 -11.19978 20.90917
H -1.27801 -10.56471 21.25871
H -1.44588 -8.08192 21.42482
H -3.21497 -8.31187 21.39518
H -2.30379 -7.27938 20.15946
C -1.38851 -5.54174 11.97812
C -2.12879 -5.15624 10.72809
O -1.61171 -4.35887 9.92826
C -3.47420 -5.82833 10.48898
H -0.87555 -6.50041 11.90117
H -2.19395 -5.75523 12.68082
H -0.61206 -4.81527 12.21784
H -3.46503 -6.91470 10.57743
H -3.85416 -5.49487 9.52331
H -4.16782 -5.44365 11.23666
C -10.50693 -14.13983 15.53703
C -10.53037 -13.31110 16.80261
O -9.49652 -12.93869 17.28787
C -11.84240 -13.15326 17.52694
H -11.22734 -14.95641 15.58529
H -9.49084 -14.53420 15.52557
H -10.67519 -13.52005 14.65631
H -12.45742 -12.46797 16.94364
H -11.60824 -12.76037 18.51633
H -12.45153 -14.04316 17.68554
C -3.33411 -3.78341 28.41140
C -3.99649 -4.04035 27.07309
O -4.82023 -4.93468 26.95807
C -3.59658 -3.11937 25.93823
H -3.60646 -2.75675 28.65611
H -2.25048 -3.90009 28.42642
H -3.70603 -4.45291 29.18699
H -2.51184 -3.01633 25.96680
H -3.98603 -2.11815 26.12251
H -3.96478 -3.62037 25.04295
C -13.45533 -8.62726 27.97728
C -13.51873 -8.09811 26.56636
O -14.30193 -8.60164 25.77051
C -12.58937 -6.92370 26.22739
H -14.33583 -9.24676 28.14770
H -13.56655 -7.84154 28.72453
H -12.50352 -9.13011 28.14849
H -12.64733 -6.15175 26.99476
H -12.84285 -6.44738 25.28029
H -11.55052 -7.20993 26.06319
```

Mulliken population analysis, charges in e, atoms 1 to 5:
1 N -0.509
2 C -0.197
3 C -0.307
4 C -0.198
5 C -0.318


Molecular formula: C7H28O7
Method: DFT, ωB97M-V/def2-TZVPD

Results
- ΔE to the lowest compared entry with this formula, charge and spin: 0.0 kcal per mole
- Kohn-Sham gap (alpha / beta): 2.567 / 9.428 eV
- Total energy: -22042.300 eV
- Multiplicity: 2
- Total charge: -1

Geometry as XYZ:
```
42
C7H28O7, DFT ωB97M-V/def2-TZVPD
C -2.15567 2.30742 -1.21159
C -1.81361 1.43743 0.07414
C -2.33195 0.04577 0.00835
C -1.28478 -1.01073 -0.55911
C 1.57003 -2.02542 1.94364
C 0.84026 -1.48957 0.74820
C -0.45160 -1.77211 0.56828
H -3.16090 2.65152 -1.25002
H -1.42145 3.06353 -1.19989
H -1.93403 1.69131 -2.08660
H -0.78472 1.42801 0.17383
H -2.22185 2.12526 0.80581
H -3.21642 -0.09204 -0.69394
H -2.71319 -0.43043 0.99554
H -1.72122 -1.70442 -1.14893
H -0.54722 -0.41049 -1.24630
H 2.59091 -2.20264 1.66471
H 1.50632 -3.07547 2.31797
H 1.50344 -1.35469 2.83186
H 1.57261 -1.04324 0.02724
H -0.99747 -2.34097 1.34696
H -0.94737 -1.04595 -3.32865
H -0.53087 0.23178 -3.98343
O -1.21695 -0.46095 -4.03546
H 1.22081 2.18138 3.99240
H 1.37233 0.76322 3.74009
O 1.52654 1.55277 3.34136
H 1.45016 -0.95325 -2.15667
H 1.32962 -1.87392 -3.25378
O 1.19902 -1.88438 -2.39899
H 3.15257 0.16929 1.18476
H 2.53275 1.44187 1.99231
O 2.89996 1.14936 1.22627
H 3.40794 1.87427 -1.36868
H 2.48802 1.59258 -0.18930
O 2.42439 2.06697 -1.16569
H -1.93475 -2.20960 2.73491
H -3.16882 -1.49583 3.29615
O -2.74558 -2.36109 3.18246
H 0.11897 1.14401 -2.15669
H 1.65317 1.41983 -2.24339
O 0.94057 0.89960 -2.52015
```

Mulliken population analysis, charges in e, atoms 1 to 5:
1 C -1.378
2 C -0.658
3 C -0.237
4 C 0.358
5 C -2.381


Molecular formula: C26H21FN2O3Pd
Method: DFT, ωB97M-V/def2-TZVPD

Results
- Kohn-Sham gap: 3.242 eV
- Total energy: -42622.682 eV
- Total charge: -2

Geometry as XYZ:
```
54
C26H21FN2O3Pd, DFT ωB97M-V/def2-TZVPD
Pd 1.33160 1.38799 0.96321
C -4.48480 -1.99712 1.08480
C -4.79036 -0.91004 0.06070
C -5.01277 -1.54422 -1.30745
C -5.29263 -0.48618 -2.35739
C -4.16006 0.50105 -2.38942
C -3.81208 1.16800 -3.54743
C -2.76552 2.08028 -3.54421
F -2.46986 2.70470 -4.71965
C -2.05213 2.35224 -2.41081
C -2.38841 1.68521 -1.22642
C -1.59560 2.04010 0.00639
O -0.70345 2.86650 -0.07286
C -2.03291 1.34247 1.20309
C -3.04207 0.45666 1.11121
N -3.71556 0.08339 -0.02308
C -3.42669 0.74644 -1.20911
C -1.40220 1.53582 2.59641
O -2.07919 1.10232 3.55437
O -0.27752 2.07212 2.61232
H -5.22351 -2.79461 0.98231
H -4.51871 -1.64270 2.11179
H -3.49365 -2.41710 0.90810
H -5.71977 -0.39683 0.35427
H -5.84284 -2.25072 -1.22918
H -4.11841 -2.11397 -1.57752
H -6.22992 0.02707 -2.11081
H -5.42585 -0.93485 -3.34489
H -4.34820 0.98783 -4.47250
H -1.22850 3.05243 -2.37740
H -3.32755 -0.01776 2.03933
N 3.71985 1.08627 2.81907
C 4.84157 0.45639 2.40893
C 5.98664 0.49744 3.23001
C 7.21174 0.01209 2.82126
C 7.34075 -0.53616 1.55456
C 6.19812 -0.63630 0.76649
C 4.92262 -0.22503 1.15750
C 3.77797 -0.57444 0.23303
C 3.94467 -1.82561 -0.39076
C 3.14462 -2.26159 -1.43108
C 2.16606 -1.38998 -1.89688
C 1.96036 -0.18976 -1.24047
C 2.65661 0.26284 -0.07850
H 3.62756 1.36207 3.78003
H 2.88477 1.10595 2.21685
H 5.88465 0.96909 4.20321
H 8.06750 0.08821 3.48573
H 8.29725 -0.88343 1.18243
H 6.29016 -1.06330 -0.22497
H 4.72366 -2.48810 -0.02635
H 3.29310 -3.24453 -1.86857
H 1.54038 -1.65736 -2.74486
H 1.16853 0.44873 -1.62483
```

Mulliken population analysis, charges in e, atoms 1 to 5:
1 Pd -0.998
2 C -1.771
3 C 0.524
4 C -1.018
5 C -1.019


Molecular formula: C4H11NO2Si
Method: DFT, ωB97M-V/def2-TZVPD

Results
- ΔE to the lowest compared entry with this formula, charge and spin: 156.7 kcal per mole
- Kohn-Sham gap: 4.951 eV
- Total energy: -17782.398 eV

Geometry as XYZ:
```
19
C4H11NO2Si, DFT ωB97M-V/def2-TZVPD
C 0.83373 -0.81340 -1.35972
C -1.48291 -1.04713 0.67026
C -0.97388 1.67423 -0.74710
C 1.00652 0.66690 1.31369
N 3.94193 -0.17362 0.60513
O 4.40272 -1.25815 0.34323
O 4.22651 0.89153 0.18943
Si -0.20338 0.09635 -0.07490
H 0.23878 -1.48708 -1.92367
H 1.26518 -0.02566 -2.09281
H 1.47223 -1.42266 -0.75010
H -2.18552 -0.76526 1.37014
H -1.96608 -1.69123 -0.13337
H -0.88596 -1.89320 1.06628
H -2.02202 1.81565 -0.38448
H -0.32940 2.45937 -0.33210
H -0.98279 1.66650 -1.83560
H 1.82971 1.59131 1.29349
H 1.21131 0.02120 2.13441
```

Mulliken population analysis, charges in e, atoms 1 to 5:
1 C -0.918
2 C -1.063
3 C -1.064
4 C -0.582
5 N 0.498


Molecular formula: C4H5NO2
Method: DFT, ωB97M-V/def2-TZVPD

Results
- ΔE to the lowest compared entry with this formula, charge and spin: 48.6 kcal per mole
- Kohn-Sham gap: 9.250 eV
- SMILES: Nc1cocc1O
- Total energy: -9812.207 eV

Geometry as XYZ:
```
12
C4H5NO2, DFT ωB97M-V/def2-TZVPD
C 0.57761 0.08273 -0.02719
C 0.55747 1.02673 -0.97138
C -1.61063 0.34888 -0.58369
C -0.84758 -0.34554 0.27335
H 2.55725 -0.28210 0.22760
H 1.78981 -0.31049 1.53769
H 1.20463 1.62156 -1.61663
H -2.73524 0.36382 -0.71339
H -0.86142 -1.76185 1.57303
N 1.68136 -0.62908 0.57101
O -0.84175 1.22278 -1.31515
O -1.47151 -1.33742 1.04475
```

Mulliken population analysis, charges in e, atoms 1 to 5:
1 C 0.546
2 C -0.657
3 C -0.323
4 C 0.358
5 H 0.270


Molecular formula: C13H13N3O2S2
Method: DFT, ωB97M-V/def2-TZVPD

Results
- ΔE to the lowest compared entry with this formula, charge and spin: 19.9 kcal per mole
- Kohn-Sham gap: 8.761 eV
- SMILES: O=S(=O)(NCCc1cn2ccccc2n1)c1cccs1
- Total energy: -43927.171 eV

Geometry as XYZ:
```
33
C13H13N3O2S2, DFT ωB97M-V/def2-TZVPD
O 1.67280 -0.62731 1.52138
S 0.97077 -1.74661 0.96160
O 1.61513 -2.55363 -0.03040
N -0.51711 -1.20673 0.42394
H -0.56134 -0.20317 0.53076
C -0.96304 -1.64289 -0.88347
H -0.86056 -2.72886 -0.90310
C -0.15615 -1.02944 -2.04075
C -0.09149 0.45378 -1.92095
C 0.77367 1.18579 -1.12994
N 0.44243 2.49036 -1.31632
C 0.95521 3.63099 -0.80083
C 0.42402 4.82893 -1.16904
C -0.65157 4.88214 -2.08078
C -1.17346 3.73179 -2.60285
C -0.62455 2.50036 -2.22095
N -0.94535 1.26959 -2.57738
H -1.99334 3.73193 -3.30124
H -1.05644 5.84185 -2.36087
H 0.82993 5.74022 -0.76127
H 1.77678 3.52807 -0.10795
H 1.56501 0.87052 -0.48023
H 0.85260 -1.44288 -2.01092
H -0.63474 -1.29305 -2.98362
H -2.01921 -1.37686 -0.97599
C 0.47222 -2.80045 2.28908
C 0.53387 -2.56244 3.62646
C 0.00688 -3.63114 4.38343
C -0.44371 -4.64667 3.59927
S -0.22898 -4.32265 1.92363
H -0.88837 -5.57153 3.90861
H -0.03151 -3.64031 5.45743
H 0.94963 -1.65971 4.03326
```

Mulliken population analysis, charges in e, atoms 1 to 5:
1 O -0.700
2 S 1.233
3 O -0.618
4 N -0.275
5 H 0.399


Molecular formula: C6H9N4
Method: DFT, ωB97M-V/def2-TZVPD

Results
- ΔE to the lowest compared entry with this formula, charge and spin: 151.4 kcal per mole
- Kohn-Sham gap (alpha / beta): 8.662 / 6.409 eV
- Total energy: -12316.070 eV
- Total charge: +1

Geometry as XYZ:
```
19
C6H9N4, DFT ωB97M-V/def2-TZVPD
C -0.89613 -1.04093 -1.76001
C 0.13951 -0.08071 -1.63559
C 2.09891 1.33653 1.12996
C -1.87089 -1.16762 -0.58837
C -1.35607 -0.57737 0.68408
C -0.74656 0.75760 0.41745
N 1.01797 1.60094 1.60850
N -0.19128 1.35773 1.66720
N 0.31293 0.62841 -0.56588
N 3.27982 0.88480 1.05331
H -0.94492 -1.57130 -2.72811
H 1.00413 -0.10643 -2.26097
H -2.79724 -0.69785 -0.93972
H -2.10208 -2.17905 -0.45631
H -2.13177 -0.50628 1.38850
H -0.58349 -1.35464 1.08287
H -1.64153 1.41901 -0.01414
H 3.60792 0.78221 0.07837
H 3.80078 0.51495 1.83886
```

Mulliken population analysis, charges in e, atoms 1 to 5:
1 C -0.383
2 C -0.203
3 C 0.540
4 C -0.650
5 C -0.645


- Among the records above, which one has the lowest total energy?
  C43H76N2O11


Please write out number 4 again, unchanged.
Molecular formula: C4H11NO2Si
Method: DFT, ωB97M-V/def2-TZVPD

Results
- ΔE to the lowest compared entry with this formula, charge and spin: 156.7 kcal per mole
- Kohn-Sham gap: 4.951 eV
- Total energy: -17782.398 eV

Geometry as XYZ:
```
19
C4H11NO2Si, DFT ωB97M-V/def2-TZVPD
C 0.83373 -0.81340 -1.35972
C -1.48291 -1.04713 0.67026
C -0.97388 1.67423 -0.74710
C 1.00652 0.66690 1.31369
N 3.94193 -0.17362 0.60513
O 4.40272 -1.25815 0.34323
O 4.22651 0.89153 0.18943
Si -0.20338 0.09635 -0.07490
H 0.23878 -1.48708 -1.92367
H 1.26518 -0.02566 -2.09281
H 1.47223 -1.42266 -0.75010
H -2.18552 -0.76526 1.37014
H -1.96608 -1.69123 -0.13337
H -0.88596 -1.89320 1.06628
H -2.02202 1.81565 -0.38448
H -0.32940 2.45937 -0.33210
H -0.98279 1.66650 -1.83560
H 1.82971 1.59131 1.29349
H 1.21131 0.02120 2.13441
```

Mulliken population analysis, charges in e, atoms 1 to 5:
1 C -0.918
2 C -1.063
3 C -1.064
4 C -0.582
5 N 0.498


- What is the formula in the first record?
  C43H76N2O11